# 1
ORCA calculation (wB97M-V/def2-TZVPD) on the ion C4H4NOS with charge +1 in a non-equilibrium geometry.

Positions of all 11 atoms, in Å:
C 1.6865 0.6909 1.1629
C -0.8642 -1.3497 0.4095
C 1.1987 0.4251 -1.7374
C -0.6170 0.0751 0.6944
N 0.5250 0.4136 1.0891
O -0.0364 -2.1988 0.0475
S 2.4863 0.5948 -0.9007
H 2.3475 0.7175 1.9280
H -2.0017 -1.6804 0.6707
H 0.5528 0.6673 -2.5720
H -1.3648 0.9177 0.5929

Atoms 1-6, force components in eV/Å:
C -1.322 -0.685 -2.322
C -1.420 -4.181 0.013
C 2.118 1.412 1.535
C -0.836 1.644 -1.375
N 1.002 0.468 0.909
O -1.898 3.007 1.022

Calculated values
LUMO level ... -6.0306 eV
Energy above the lowest of the compared OMol25 structures with the same formula, charge and spin ... 205.6 kJ/mol
E ... -682.5362 Eh
Gap between HOMO and LUMO ... 0.2900 Eh
Net charge ... +1

These are the natural (NBO) partial charges, in e, on atoms 1 to 5: C 0.110; C 0.350; C -0.371; C -0.035; N -0.211

=====

# 2
ORCA calculation (wB97M-V/def2-TZVPD) on a cluster of 2 separate species, C2H7N3O in total in a non-equilibrium geometry.

Positions of all 13 atoms, in Å:
N -0.9960 -1.5515 -0.9263
C -1.2063 -0.1622 -1.1009
N -2.3692 0.2674 -1.2695
H -0.0556 -1.8543 -0.7266
H -1.6565 -1.9002 -0.2450
H -0.3459 0.4309 -1.4378
H -2.5266 1.1976 -1.6260
C 2.1528 0.5866 1.2488
N 0.7752 0.4944 1.3246
O 2.7450 1.4886 1.7874
H 2.6549 -0.1473 0.6046
H 0.4202 1.3988 1.5917
H 0.4080 -0.2488 0.7751

Atoms 1-6, force components in eV/Å:
N -0.070 1.136 0.910
C 0.541 -0.334 -2.366
N -1.428 -0.502 0.679
H 0.104 0.121 0.030
H -0.138 -0.410 -0.199
H 0.286 -0.306 0.478

Calculated values
LUMO level ... 0.6052 eV
SMILES ... [H]/N=C/N.NC=O
Energy above the lowest of the compared OMol25 structures with the same formula, charge and spin ... 147.0 kJ/mol
E ... -319.8938 Eh
Gap between HOMO and LUMO ... 0.3928 Eh

These are the natural (NBO) partial charges, in e, on atoms 1 to 5: N -0.819; C 0.246; N -0.686; H 0.368; H 0.389

=====

# 3
ORCA calculation (wB97M-V/def2-TZVPD) on an isolated molecule of C2H2N4O in a non-equilibrium geometry.

Positions of all 9 atoms, in Å:
C -1.2170 1.3680 0.1108
C 0.0291 -0.4806 -0.0224
N -1.2239 2.5284 0.1470
N -0.0850 -1.8494 0.2318
N -1.1033 0.0536 0.0081
N 1.2558 0.0333 -0.1492
O -1.2382 -2.2043 0.1504
H 2.1375 -0.4823 -0.2826
H 1.4450 1.0333 -0.1940

Atoms 1-6, force components in eV/Å:
C 0.720 1.192 -0.698
C 0.862 1.427 -0.411
N -0.286 -0.605 0.164
N -0.752 -3.576 0.097
N -1.741 2.558 0.592
N 1.722 0.478 -0.192

Calculated values
LUMO level (alpha / beta) ... -1.8290 / -1.8304 eV
SMILES ... N#C/N=C(\N)N=O
Energy above the lowest of the compared OMol25 structures with the same formula, charge and spin ... 171.8 kJ/mol
E ... -371.5549 Eh
Gap between HOMO and LUMO (alpha / beta) ... 0.3100 / 0.3100 Eh

These are the natural (NBO) partial charges, in e, on atoms 1 to 5: C 0.397; C 0.504; N -0.380; N 0.086; N -0.506

=====

# 4
ORCA calculation (wB97M-V/def2-TZVPD) on a cluster of 2 separate species, C8H9NO2Se in total in a non-equilibrium geometry.

Positions of all 21 atoms, in Å:
C 1.1533 -1.6603 -2.5510
C -0.1165 -2.1507 -2.3566
C 1.7418 -0.9933 -1.4249
C -0.9408 -1.6899 -1.3808
C 0.8906 -0.5084 -0.4479
C -0.4421 -0.8284 -0.3746
C -1.3885 1.6618 3.2563
C -0.7901 0.7409 2.1608
N 1.0822 2.6577 -0.5506
O 0.4208 2.2140 -1.4734
O 1.0650 2.2381 0.6330
Se -1.6444 -0.1568 0.8623
H 1.6945 -1.8586 -3.3935
H -0.6433 -2.6034 -3.2049
H 2.8160 -1.0479 -1.3744
H -2.0094 -2.0030 -1.3412
H 1.5246 -0.1397 0.3632
H -1.7452 0.9823 4.0069
H -0.7610 2.4682 3.7549
H -2.1598 2.2213 2.7753
H 0.2523 0.4560 2.0610

Atoms 1-6, force components in eV/Å:
C -0.010 0.695 4.073
C -1.059 0.714 -2.771
C -1.565 -1.429 -2.601
C -1.499 0.526 2.368
C 2.928 -0.588 1.344
C 0.294 -0.556 -1.243

Calculated values
LUMO level (alpha / beta) ... -0.3336 / -2.0505 eV
Energy above the lowest of the compared OMol25 structures with the same formula, charge and spin ... 279.7 kJ/mol
E ... -2916.6565 Eh
Gap between HOMO and LUMO (alpha / beta) ... 0.3148 / 0.1673 Eh

These are the natural (NBO) partial charges, in e, on atoms 1 to 5: C -0.177; C -0.223; C -0.186; C -0.202; C -0.244

=====

# 5
ORCA calculation (wB97M-V/def2-TZVPD) on an isolated molecule of C3H6N2O in a non-equilibrium geometry.

Positions of all 12 atoms, in Å:
N -1.3718 -0.5677 0.6571
C -0.6058 0.0982 -0.3898
C 0.8186 0.4072 0.1546
O 1.2463 -0.6048 1.0159
C 1.7497 0.5036 -0.9887
N 2.4356 0.5670 -1.9173
H -2.0028 0.0611 1.1394
H -1.9173 -1.3346 0.2845
H -0.5101 -0.5792 -1.2422
H -1.0660 1.0254 -0.7521
H 0.8155 1.3856 0.6625
H 0.4080 -0.9617 1.3760

Atoms 1-6, force components in eV/Å:
N -0.252 0.052 -0.018
C 0.060 0.006 -0.166
C -0.057 0.207 -0.202
O -0.109 -0.130 0.116
C 0.597 0.085 -0.788
N -0.663 -0.015 0.900

Calculated values
LUMO level ... 0.5729 eV
SMILES ... N#C[C@H](O)CN
Energy above the lowest of the compared OMol25 structures with the same formula, charge and spin ... 134.8 kJ/mol
E ... -302.6418 Eh
Gap between HOMO and LUMO ... 0.4089 Eh

These are the natural (NBO) partial charges, in e, on atoms 1 to 5: N -0.860; C -0.236; C -0.005; O -0.700; C 0.265

=====

# 6
ORCA calculation (wB97M-V/def2-TZVPD) on a cluster of 2 separate species, C5H8NOS2 in total in a non-equilibrium geometry.

Positions of all 17 atoms, in Å:
C -0.7069 -0.4038 2.8402
C -1.0251 -0.4071 1.4552
C 0.4513 0.2957 3.0884
C 0.0541 -0.1424 0.6990
C -0.0844 0.0840 -1.4349
N 1.1518 -0.4824 -1.8974
O -0.6184 -2.1049 -2.5956
S 1.3772 0.5356 1.5990
S -1.5381 -0.7861 -2.1328
H -1.4238 -0.7599 3.5309
H -1.8859 -0.8636 0.9889
H 1.0015 0.4220 3.9652
H -0.2422 1.2700 -1.5691
H 1.9883 -0.2151 -1.3177
H 1.4339 -0.2444 -2.8064
H 0.9899 -1.4585 -1.7871
H -1.1930 -2.8873 -2.5472

Atoms 1-6, force components in eV/Å:
C 0.421 1.993 -0.547
C 0.298 -1.755 -0.891
C -0.105 -1.535 -2.023
C 0.469 1.442 -3.548
C -2.460 3.000 4.052
N 1.791 1.105 2.214

Calculated values
LUMO level ... -3.9680 eV
Energy above the lowest of the compared OMol25 structures with the same formula, charge and spin ... 321.7 kJ/mol
E ... -1121.2940 Eh
Gap between HOMO and LUMO ... 0.3152 Eh
Net charge ... +1

These are the natural (NBO) partial charges, in e, on atoms 1 to 5: C -0.226; C -0.320; C -0.332; C -0.190; C -0.253

=====

What is the energy above the lowest of the compared OMol25 structures with the same formula, charge and spin in the second record? 147.0 kJ/mol

=====

Repeat the fourth record exactly.
ORCA calculation (wB97M-V/def2-TZVPD) on a cluster of 2 separate species, C8H9NO2Se in total in a non-equilibrium geometry.

Positions of all 21 atoms, in Å:
C 1.1533 -1.6603 -2.5510
C -0.1165 -2.1507 -2.3566
C 1.7418 -0.9933 -1.4249
C -0.9408 -1.6899 -1.3808
C 0.8906 -0.5084 -0.4479
C -0.4421 -0.8284 -0.3746
C -1.3885 1.6618 3.2563
C -0.7901 0.7409 2.1608
N 1.0822 2.6577 -0.5506
O 0.4208 2.2140 -1.4734
O 1.0650 2.2381 0.6330
Se -1.6444 -0.1568 0.8623
H 1.6945 -1.8586 -3.3935
H -0.6433 -2.6034 -3.2049
H 2.8160 -1.0479 -1.3744
H -2.0094 -2.0030 -1.3412
H 1.5246 -0.1397 0.3632
H -1.7452 0.9823 4.0069
H -0.7610 2.4682 3.7549
H -2.1598 2.2213 2.7753
H 0.2523 0.4560 2.0610

Atoms 1-6, force components in eV/Å:
C -0.010 0.695 4.073
C -1.059 0.714 -2.771
C -1.565 -1.429 -2.601
C -1.499 0.526 2.368
C 2.928 -0.588 1.344
C 0.294 -0.556 -1.243

Calculated values
LUMO level (alpha / beta) ... -0.3336 / -2.0505 eV
Energy above the lowest of the compared OMol25 structures with the same formula, charge and spin ... 279.7 kJ/mol
E ... -2916.6565 Eh
Gap between HOMO and LUMO (alpha / beta) ... 0.3148 / 0.1673 Eh

These are the natural (NBO) partial charges, in e, on atoms 1 to 5: C -0.177; C -0.223; C -0.186; C -0.202; C -0.244

=====

Which of these has the highest energy above the lowest of the compared OMol25 structures with the same formula, charge and spin? C5H8NOS2

=====

What is the E in the third record? -371.5549 Eh